1.
Here is C52H66N12O5RbTe as an isolated structure at a distorted geometry from the Open Molecules 2025 dataset. Energies are from wB97M-V/def2-TZVPD.

Structure (ORCA input):
```
! wB97M-V def2-TZVPD RIJCOSX def2/J DEFGRID3
* xyz -2 2
Rb 0.849 -0.960 0.892
O 1.836 -1.013 9.121
C 1.193 -1.934 8.592
O 0.651 -2.912 9.128
C 1.031 -1.838 7.039
C 1.699 -0.859 6.307
C 1.527 -0.814 4.923
N 0.703 -1.624 4.264
C 0.030 -2.561 4.958
C 0.211 -2.706 6.346
C -0.903 -3.417 4.240
C -1.946 -4.068 4.927
C -2.811 -4.896 4.254
C -2.642 -5.058 2.873
C -1.621 -4.348 2.264
N -0.765 -3.565 2.896
C 2.272 0.196 4.145
C 3.619 0.442 4.429
C 4.293 1.411 3.712
C 3.602 2.119 2.738
C 2.273 1.801 2.526
N 1.618 0.873 3.201
H 2.318 -0.148 6.835
H -0.255 -3.502 6.907
H -2.079 -3.904 5.985
H -3.617 -5.399 4.776
H -3.296 -5.702 2.303
H -1.499 -4.412 1.190
H 4.126 -0.139 5.184
H 5.343 1.604 3.896
H 4.088 2.882 2.147
H 1.711 2.330 1.770
C 1.990 -5.059 -2.232
C 1.340 -3.774 -1.780
N 0.914 -3.578 -0.572
O 1.104 -4.634 0.344
C 1.221 -2.685 -2.711
C 1.562 -2.908 -4.170
N 0.849 -1.526 -2.249
O 0.897 -0.480 -3.147
H 1.958 -5.774 -1.412
H 3.034 -4.889 -2.501
H 1.479 -5.488 -3.094
H 0.776 -4.246 1.173
H 2.640 -2.998 -4.325
H 1.200 -2.054 -4.743
H 1.080 -3.808 -4.550
C -1.433 1.695 3.703
N -2.688 2.101 3.116
C -3.712 2.569 4.019
C -4.950 2.573 3.132
N -4.652 1.547 2.151
C -5.500 1.560 0.987
C -3.254 1.356 2.096
N -2.508 0.686 1.328
C -2.902 -0.240 0.309
C -3.381 -1.566 0.937
N -3.181 -2.631 0.013
C -3.970 -3.213 -0.772
N -3.481 -4.217 -1.592
C -2.086 -4.249 -1.945
C -4.456 -4.581 -2.585
C -5.761 -4.180 -1.907
N -5.353 -3.083 -1.049
C -6.309 -2.706 -0.037
H -0.893 2.576 4.046
H -0.842 1.174 2.955
H -1.587 1.020 4.552
H -3.462 3.561 4.407
H -3.833 1.883 4.873
H -5.085 3.555 2.649
H -5.866 2.324 3.676
H -6.533 1.670 1.322
H -5.415 0.621 0.448
H -5.268 2.383 0.296
H -2.003 -0.462 -0.275
H -3.668 0.143 -0.382
H -4.407 -1.444 1.318
H -2.722 -1.777 1.787
H -1.525 -3.732 -1.169
H -1.899 -3.746 -2.901
H -1.755 -5.285 -2.017
H -4.404 -5.651 -2.810
H -4.310 -4.020 -3.525
H -6.171 -5.017 -1.320
H -6.523 -3.844 -2.620
H -7.311 -2.791 -0.464
H -6.152 -1.670 0.257
H -6.252 -3.339 0.859
C 4.007 -0.884 -1.685
C 3.216 -0.288 -0.524
O 3.432 -0.716 0.616
N 2.383 0.709 -0.730
Te 1.243 1.449 -2.092
C 2.203 3.343 -1.379
C 3.509 3.667 -1.736
C 4.247 2.833 -2.737
C 4.155 4.760 -1.171
C 3.541 5.530 -0.201
C 4.253 6.694 0.432
C 2.254 5.188 0.188
C 1.585 4.115 -0.390
C 0.179 3.819 0.052
C 1.620 2.132 -4.190
C 2.424 1.561 -5.184
C 3.130 0.252 -5.013
C 2.596 2.196 -6.406
C 1.988 3.406 -6.700
C 2.209 4.083 -8.022
C 1.156 3.953 -5.732
C 0.964 3.335 -4.506
C 0.030 3.978 -3.528
H 4.260 -1.911 -1.436
H 4.924 -0.314 -1.824
H 3.420 -0.853 -2.591
H 3.857 1.820 -2.712
H 5.313 2.812 -2.514
H 4.113 3.235 -3.743
H 5.160 5.007 -1.494
H 5.273 6.771 0.059
H 4.288 6.574 1.515
H 3.736 7.632 0.217
H 1.768 5.771 0.961
H -0.006 4.215 1.051
H -0.008 2.742 0.064
H -0.535 4.285 -0.632
H 2.619 -0.321 -4.253
H 4.173 0.397 -4.726
H 3.112 -0.309 -5.948
H 3.227 1.728 -7.154
H 2.856 3.478 -8.656
H 2.681 5.057 -7.886
H 1.263 4.238 -8.541
H 0.645 4.885 -5.947
H -0.695 4.608 -4.043
H 0.589 4.596 -2.827
H -0.498 3.209 -2.963
*
```

As for the expectation value of S²: 0.768. As for the HOMO energy (alpha / beta): 0.03678 / -0.07013 Ha. For the energy above the lowest of the compared OMol25 structures with the same formula, charge and spin, the calculation gives 153.5 kJ/mol.


2.
Here is a 6-piece molecular cluster, C52H66N6O11P overall at a distorted geometry from the Open Molecules 2025 dataset. Energies are from wB97M-V/def2-TZVPD.

Structure (ORCA input):
```
! wB97M-V def2-TZVPD RIJCOSX def2/J DEFGRID3
* xyz -1 1
C -5.962 0.995 1.709
O -6.311 2.211 1.083
C -6.090 2.211 -0.322
C -4.822 3.001 -0.730
C -4.033 3.569 0.445
C -2.899 4.503 -0.051
C -1.510 3.960 0.327
C -1.087 2.783 -0.547
C -0.123 1.806 0.156
C 0.711 1.015 -0.856
C 1.140 -0.373 -0.327
C 2.644 -0.469 -0.015
C 2.987 -1.615 0.941
C 2.624 -2.961 0.247
C 1.336 -3.594 0.781
C 1.028 -5.034 0.279
C 1.692 -5.375 -1.047
N 1.192 -6.626 -1.630
C 1.889 -7.797 -1.621
C 1.124 -8.745 -2.275
C -0.068 -8.104 -2.688
C 0.004 -6.785 -2.272
P 4.765 -1.517 1.179
C 5.657 -2.253 -0.319
C 5.185 -2.809 2.449
H -5.632 1.217 2.725
H -6.834 0.338 1.792
H -5.134 0.493 1.207
H -6.020 1.182 -0.683
H -6.985 2.643 -0.773
H -4.208 2.354 -1.357
H -5.132 3.834 -1.362
H -3.583 2.780 1.048
H -4.718 4.162 1.046
H -2.954 4.629 -1.132
H -2.991 5.479 0.429
H -0.776 4.768 0.266
H -1.548 3.658 1.379
H -0.605 3.143 -1.451
H -1.967 2.206 -0.846
H 0.525 2.401 0.805
H -0.718 1.110 0.747
H 0.090 0.868 -1.745
H 1.621 1.557 -1.121
H 0.616 -0.605 0.604
H 0.864 -1.155 -1.038
H 3.142 -0.614 -1.005
H 3.004 0.497 0.352
H 3.432 -3.675 0.455
H 2.554 -2.786 -0.837
H 1.332 -3.580 1.868
H 0.493 -2.976 0.457
H 1.406 -5.729 1.035
H -0.048 -5.185 0.194
H 1.475 -4.580 -1.761
H 2.770 -5.455 -0.963
H 2.863 -7.872 -1.174
H 1.396 -9.771 -2.457
H -0.868 -8.562 -3.245
H -0.708 -5.992 -2.412
H 4.965 -2.412 -1.149
H 6.464 -1.603 -0.651
H 6.082 -3.233 -0.080
H 5.020 -2.361 3.424
H 6.239 -3.054 2.319
H 4.575 -3.705 2.306
C -5.036 -2.320 6.802
C -4.526 -3.315 5.978
C -3.877 -2.972 4.803
C -3.749 -1.635 4.473
C -4.251 -0.631 5.279
C -4.901 -0.982 6.453
N -3.050 -1.273 3.228
O -2.649 -2.177 2.527
O -2.926 -0.091 2.977
H -5.542 -2.589 7.720
H -4.623 -4.349 6.252
H -3.476 -3.737 4.154
H -4.140 0.406 4.998
H -5.301 -0.209 7.095
C 4.057 4.765 -4.048
C 3.241 3.760 -3.545
C 1.883 3.985 -3.388
C 1.368 5.219 -3.742
C 2.166 6.235 -4.239
C 3.523 6.000 -4.393
N -0.076 5.449 -3.582
O -0.729 4.530 -3.131
O -0.527 6.531 -3.903
H 5.117 4.584 -4.171
H 3.660 2.801 -3.272
H 1.244 3.209 -2.993
H 1.739 7.190 -4.503
H 4.161 6.777 -4.778
C -7.594 -7.709 1.240
C -6.425 -8.198 1.809
C -5.934 -7.637 2.976
C -6.631 -6.593 3.556
C -7.793 -6.088 3.003
C -8.274 -6.654 1.834
N -6.122 -6.004 4.804
O -5.086 -6.453 5.257
O -6.764 -5.105 5.308
H -7.976 -8.152 0.330
H -5.895 -9.016 1.343
H -5.025 -8.008 3.424
H -8.314 -5.267 3.472
H -9.182 -6.272 1.388
C 0.062 3.650 5.766
C 0.613 2.705 4.912
C 1.344 3.110 3.806
C 1.510 4.465 3.582
C 0.965 5.422 4.416
C 0.234 5.006 5.517
N 2.300 4.891 2.413
O 2.730 4.011 1.705
O 2.458 6.084 2.233
H -0.505 3.328 6.631
H 0.477 1.649 5.103
H 1.775 2.380 3.135
H 1.106 6.473 4.213
H -0.199 5.740 6.183
C 8.779 3.625 -9.026
C 7.423 3.808 -9.260
C 6.681 4.636 -8.434
C 7.318 5.271 -7.385
C 8.666 5.098 -7.131
C 9.398 4.266 -7.962
N 6.538 6.165 -6.514
O 5.351 6.280 -6.743
O 7.123 6.730 -5.613
H 9.356 2.979 -9.676
H 6.941 3.305 -10.088
H 5.625 4.783 -8.606
H 9.138 5.602 -6.301
H 10.454 4.119 -7.779
*
```

As for the HOMO energy: -0.08445 Ha. For the energy above the lowest of the compared OMol25 structures with the same formula, charge and spin, the calculation gives 0.0 kJ/mol.